Record 1
Entry from the Open Molecules 2025 dataset: 3 unconnected molecules or ions with the total composition C10H25B2N3O7 (ωB97M-V with the def2-TZVPD basis set).

XYZ file:
```
47
Properties=species:S:1:pos:R:3:mulliken_charge:R:1
C 3.27 -0.42 -0.66 -0.745
C 3.87 0.97 -1.30 -0.432
B 2.54 1.97 -1.53 0.640
O 2.25 2.33 -2.93 -0.598
O 1.83 2.43 -0.32 -0.369
C 0.49 2.95 -0.61 0.565
O 0.18 3.97 -1.42 -0.531
N -0.69 2.32 0.15 -0.256
B -1.32 1.19 -0.68 0.620
O -2.02 0.11 0.05 -0.614
O -1.12 1.27 -2.15 -0.365
C -1.31 -0.06 -2.78 -0.583
H 2.48 -0.21 0.22 0.195
H 2.73 -1.06 -1.48 0.221
H 4.14 -1.05 -0.16 0.286
H 4.49 0.82 -2.29 0.206
H 4.51 1.49 -0.44 0.199
H 3.06 2.16 -3.51 0.318
H -1.43 3.06 0.33 0.266
H -2.85 0.51 0.48 0.299
H -0.85 -0.95 -2.14 0.252
H -2.47 -0.20 -2.95 0.224
H -0.72 -0.06 -3.81 0.219
C -6.53 3.21 -0.76 -0.928
N -6.24 2.19 0.23 0.113
C -7.04 0.99 0.25 -0.913
C -5.21 2.33 1.14 0.076
O -4.91 1.50 2.00 -0.605
H -7.56 3.56 -0.61 0.347
H -6.43 2.78 -1.76 0.338
H -5.85 4.06 -0.66 0.300
H -7.52 0.90 1.23 0.295
H -6.39 0.12 0.09 0.269
H -7.81 1.02 -0.53 0.384
H -4.67 3.28 1.04 0.340
C 4.42 -5.34 3.00 -0.899
N 4.50 -4.11 2.25 0.107
C 5.47 -3.11 2.63 -0.913
C 3.67 -3.86 1.17 0.087
O 3.68 -2.84 0.49 -0.535
H 4.19 -5.10 4.05 0.330
H 5.39 -5.85 2.95 0.330
H 3.65 -6.00 2.61 0.289
H 4.95 -2.18 2.88 0.282
H 6.14 -2.92 1.79 0.281
H 6.05 -3.45 3.50 0.371
H 2.97 -4.69 0.96 0.238
```

Values from the calculation:
Structure (SMILES): CCB(O)OC(=O)NB(O)OC.CN(C)C=O.CN(C)C=O
LUMO: 0.484 eV
Frontier orbital gap: 9.93 eV

Record 2
Entry from the Open Molecules 2025 dataset: a molecular structure, C28H37N8PS5V (ωB97M-V with the def2-TZVPD basis set).

XYZ file:
```
80
Properties=species:S:1:pos:R:3:mulliken_charge:R:1
V 1.18 0.18 -0.75 0.382
C 1.58 4.77 2.28 -0.883
N 1.14 3.88 1.22 0.228
C 0.43 4.22 0.11 -0.832
C 0.27 3.08 -0.62 -0.703
N 0.87 2.03 0.03 0.918
C 1.41 2.54 1.13 -0.138
P 2.05 1.57 2.52 -0.570
C 3.13 0.46 1.58 -0.270
N 2.82 -0.13 0.44 0.953
C 3.87 -0.96 0.14 -0.893
C 4.81 -0.87 1.11 -0.707
N 4.34 0.03 2.03 0.169
C 5.00 0.46 3.25 -0.875
C 0.65 0.40 2.60 -0.425
N 0.26 -0.41 1.64 0.798
C -0.81 -1.10 2.14 -0.706
C -1.07 -0.68 3.42 -0.516
N -0.14 0.27 3.70 0.286
C 0.00 1.00 4.95 -0.870
H 1.49 5.80 1.94 0.333
H 2.63 4.57 2.52 0.351
H 0.98 4.64 3.18 0.278
H 0.11 5.23 -0.08 0.475
H -0.23 2.94 -1.56 0.511
H 3.89 -1.54 -0.77 0.512
H 5.77 -1.36 1.22 0.453
H 5.97 -0.02 3.31 0.337
H 4.41 0.17 4.12 0.312
H 5.13 1.54 3.25 0.327
H -1.33 -1.84 1.56 0.248
H -1.84 -0.98 4.11 0.496
H -0.82 0.73 5.61 0.331
H -0.02 2.07 4.77 0.298
H 0.94 0.75 5.44 0.324
C -5.33 -2.50 0.63 -0.628
C -4.36 -3.44 -0.07 -0.937
S -2.79 -2.74 -0.66 0.096
C -3.27 -1.47 -1.86 -0.804
C -3.71 -0.10 -1.32 -1.215
S -2.77 0.49 0.13 0.221
C -4.12 1.14 1.16 -0.902
C -5.20 0.15 1.60 -0.826
S -4.63 -1.53 2.02 -0.048
H -6.15 -3.09 1.04 0.496
H -5.75 -1.78 -0.09 0.231
H -4.87 -3.90 -0.92 0.420
H -4.04 -4.23 0.60 0.366
H -4.05 -1.89 -2.50 0.572
H -2.36 -1.35 -2.45 0.225
H -4.76 -0.11 -1.04 0.535
H -3.55 0.63 -2.11 0.541
H -4.59 1.98 0.63 0.385
H -3.59 1.54 2.02 0.347
H -5.97 0.04 0.84 0.409
H -5.69 0.54 2.50 0.450
C -0.30 1.52 -5.03 -1.900
C 0.50 1.22 -3.78 0.028
S -0.41 0.53 -2.44 -0.104
C 1.82 1.48 -3.68 0.929
C 2.64 2.07 -4.80 -1.542
S 2.73 1.14 -2.21 -0.402
H -1.35 1.31 -4.84 0.328
H 0.03 0.90 -5.87 0.316
H -0.21 2.57 -5.32 0.364
H 2.04 2.34 -5.66 0.444
H 3.41 1.36 -5.12 0.264
H 3.16 2.96 -4.44 0.274
N 1.24 -5.79 1.03 -0.592
C 1.29 -4.99 0.21 -0.136
C 1.39 -4.00 -0.81 0.183
C 1.78 -4.34 -2.11 -0.513
C 1.92 -3.31 -3.03 -1.055
C 1.69 -2.00 -2.64 -0.196
N 1.33 -1.67 -1.39 1.084
C 1.17 -2.66 -0.51 -0.317
H 1.97 -5.37 -2.37 0.517
H 2.22 -3.52 -4.05 0.496
H 1.80 -1.19 -3.34 0.100
H 0.87 -2.38 0.49 0.563
```

Values from the calculation:
LUMO (alpha / beta): 0.134 / 0.130 eV
Multiplicity: 4
Frontier orbital gap (alpha / beta): 5.10 / 5.55 eV
ΔE to the lowest compared entry with this formula, charge and spin: 24.70 kcal per mole

no.,F_max (hartree/bohr)
1,0.164
2,0.048